{
  "formula": "C78H210N18O21",
  "method": "wB97M-V/def2-TZVPD",
  "max_force_ev_per_a": 3.9,
  "gap_ev": 9.13,
  "e_tot_ha": -5662.97143,
  "homo_ev": -8.5,
  "symbols": ["C", "O", "C", "C", "N", "C", "C", "O", "C", "H", "H", "H", "H", "H", "H", "H", "H", "H", "H", "H", "H", "H", "H", "H", "C", "O", "C", "C", "N", "C", "C", "O", "C", "H", "H", "H", "H", "H", "H", "H", "H", "H", "H", "H", "H", "H", "H", "H", "C", "O", "C", "C", "N", "C", "C", "O", "C", "H", "H", "H", "H", "H", "H", "H", "H", "H", "H", "H", "H", "H", "H", "H", "C", "C", "C", "O", "C", "N", "H", "H", "H", "H", "H", "H", "H", "H", "H", "H", "H", "C", "C", "C", "O", "C", "N", "H", "H", "H", "H", "H", "H", "H", "H", "H", "H", "H", "C", "C", "C", "O", "C", "N", "H", "H", "H", "H", "H", "H", "H", "H", "H", "H", "H", "C", "C", "C", "O", "C", "N", "H", "H", "H", "H", "H", "H", "H", "H", "H", "H", "H", "C", "C", "C", "O", "C", "N", "H", "H", "H", "H", "H", "H", "H", "H", "H", "H", "H", "C", "C", "C", "O", "C", "N", "H", "H", "H", "H", "H", "H", "H", "H", "H", "H", "H", "C", "C", "C", "O", "C", "N", "H", "H", "H", "H", "H", "H", "H", "H", "H", "H", "H", "C", "C", "C", "O", "C", "N", "H", "H", "H", "H", "H", "H", "H", "H", "H", "H", "H", "C", "C", "C", "O", "C", "N", "H", "H", "H", "H", "H", "H", "H", "H", "H", "H", "H", "C", "C", "C", "O", "C", "N", "H", "H", "H", "H", "H", "H", "H", "H", "H", "H", "H", "C", "C", "C", "O", "C", "N", "H", "H", "H", "H", "H", "H", "H", "H", "H", "H", "H", "C", "C", "C", "O", "C", "N", "H", "H", "H", "H", "H", "H", "H", "H", "H", "H", "H", "C", "C", "C", "O", "C", "N", "H", "H", "H", "H", "H", "H", "H", "H", "H", "H", "H", "C", "C", "C", "O", "C", "N", "H", "H", "H", "H", "H", "H", "H", "H", "H", "H", "H", "C", "C", "C", "O", "C", "N", "H", "H", "H", "H", "H", "H", "H", "H", "H", "H", "H"],
  "xyz": [[9.100, -4.245, 4.117], [8.002, -3.513, 4.748], [6.750, -4.345, 4.858], [5.791, -3.471, 5.567], [5.380, -2.310, 4.912], [4.540, -1.425, 5.699], [3.220, -2.032, 6.004], [2.583, -1.258, 6.997], [1.564, -0.423, 6.453], [9.912, -3.556, 4.053], [8.867, -4.668, 3.108], [9.373, -5.080, 4.807], [7.158, -5.253, 5.291], [6.409, -4.574, 3.870], [6.254, -3.201, 6.575], [4.991, -4.050, 5.956], [6.153, -1.768, 4.569], [4.367, -0.556, 5.050], [5.090, -1.182, 6.646], [3.289, -3.073, 6.306], [2.669, -1.983, 5.071], [1.105, 0.213, 7.204], [0.703, -0.922, 6.044], [2.004, 0.241, 5.716], [5.527, -10.094, -3.963], [5.058, -8.794, -4.265], [4.772, -8.669, -5.625], [4.189, -7.297, -5.826], [5.134, -6.352, -5.238], [4.750, -4.986, -5.337], [5.682, -4.067, -4.557], [5.833, -4.456, -3.169], [4.578, -4.508, -2.509], [5.715, -10.134, -2.900], [6.492, -10.330, -4.537], [4.801, -10.838, -4.335], [4.132, -9.458, -5.917], [5.744, -8.743, -6.152], [3.164, -7.197, -5.348], [4.012, -7.116, -6.921], [5.251, -6.633, -4.303], [3.703, -4.830, -4.969], [4.861, -4.656, -6.334], [5.353, -3.025, -4.639], [6.725, -4.069, -4.814], [4.785, -4.622, -1.429], [3.975, -5.481, -2.697], [4.008, -3.601, -2.641], [3.566, -2.068, -0.020], [3.578, -0.920, 0.746], [2.828, -1.063, 2.042], [1.846, 0.130, 2.110], [0.839, 0.037, 1.076], [-0.307, 0.835, 1.488], [-1.152, 1.055, 0.228], [-2.276, 1.837, 0.554], [-3.044, 2.040, -0.600], [2.508, -2.201, -0.407], [3.850, -2.924, 0.587], [4.182, -1.917, -0.894], [3.516, -1.162, 2.871], [2.232, -1.975, 1.870], [2.514, 0.987, 2.035], [1.311, 0.229, 3.029], [1.178, 0.382, 0.167], [-0.026, 1.865, 1.866], [-0.855, 0.384, 2.266], [-1.386, 0.096, -0.304], [-0.496, 1.638, -0.529], [-3.810, 2.811, -0.412], [-3.546, 1.117, -0.952], [-2.422, 2.380, -1.429], [6.964, 1.488, 3.583], [5.936, 1.575, 2.445], [4.782, 2.327, 2.903], [4.135, 1.514, 3.927], [3.910, 2.246, 5.099], [6.631, 2.252, 1.336], [7.261, 2.484, 3.861], [7.850, 0.958, 3.211], [6.673, 0.935, 4.498], [5.593, 0.562, 2.191], [4.107, 2.418, 2.053], [5.080, 3.324, 3.326], [4.759, 2.898, 5.379], [3.699, 1.604, 5.911], [3.007, 2.916, 4.992], [7.421, 1.723, 1.071], [6.035, 2.207, 0.542], [-2.761, 1.031, -4.198], [-2.662, 2.514, -4.421], [-1.708, 2.815, -5.600], [-0.455, 2.297, -5.336], [0.660, 3.061, -5.739], [-3.924, 3.212, -4.679], [-3.263, 0.668, -3.315], [-1.730, 0.712, -4.192], [-3.337, 0.531, -5.047], [-2.133, 2.871, -3.536], [-1.654, 3.863, -5.750], [-2.215, 2.336, -6.478], [0.727, 2.957, -6.846], [1.509, 2.661, -5.296], [0.555, 4.114, -5.403], [-3.905, 4.128, -4.254], [-4.698, 2.692, -4.282], [-6.323, 6.945, 4.437], [-7.598, 6.078, 4.536], [-7.348, 4.728, 5.383], [-6.510, 3.815, 4.664], [-6.174, 2.655, 5.459], [-8.671, 6.859, 5.240], [-6.541, 7.687, 3.676], [-5.417, 6.331, 4.052], [-6.077, 7.456, 5.417], [-7.876, 5.845, 3.495], [-8.284, 4.194, 5.570], [-6.901, 4.943, 6.353], [-5.496, 2.068, 4.817], [-7.024, 1.985, 5.674], [-5.728, 2.991, 6.441], [-8.718, 7.806, 4.783], [-9.525, 6.327, 5.100], [4.871, 0.764, -5.489], [5.959, 0.576, -4.417], [7.246, 0.146, -5.163], [7.158, -1.139, -5.698], [8.322, -1.602, -6.320], [6.118, 1.831, -3.607], [4.858, -0.064, -6.179], [5.129, 1.699, -6.124], [3.880, 1.011, -5.105], [5.629, -0.167, -3.699], [8.118, 0.166, -4.472], [7.303, 0.852, -6.015], [8.117, -2.665, -6.717], [9.038, -1.803, -5.502], [8.689, -0.964, -7.127], [6.564, 2.506, -4.205], [6.680, 1.672, -2.791], [3.808, 4.169, -0.962], [3.212, 2.748, -0.615], [2.069, 2.513, -1.639], [1.650, 1.106, -1.720], [0.798, 0.766, -2.762], [4.235, 1.720, -0.591], [4.279, 4.572, -0.038], [3.035, 4.800, -1.334], [4.636, 4.014, -1.686], [2.796, 2.834, 0.440], [2.529, 2.681, -2.673], [1.123, 3.023, -1.471], [0.464, -0.258, -2.569], [1.400, 0.780, -3.699], [-0.120, 1.375, -2.818], [3.791, 0.842, -0.238], [4.640, 1.690, -1.485], [1.136, -4.491, -2.393], [-0.175, -3.766, -2.426], [-0.619, -3.231, -3.770], [0.129, -2.092, -4.079], [-0.159, -1.477, -5.379], [-1.300, -4.700, -2.088], [1.150, -5.387, -2.992], [1.294, -4.787, -1.378], [1.942, -3.805, -2.625], [-0.155, -2.963, -1.694], [-1.697, -2.920, -3.589], [-0.561, -4.027, -4.521], [0.234, -0.429, -5.338], [-1.240, -1.461, -5.519], [0.285, -2.059, -6.184], [-2.183, -4.181, -2.073], [-1.173, -5.175, -1.209], [-5.761, 8.522, -0.504], [-5.445, 6.985, -0.422], [-5.876, 6.246, -1.687], [-7.272, 6.235, -1.784], [-7.687, 5.372, -2.860], [-4.028, 6.673, -0.225], [-5.613, 8.928, 0.512], [-6.758, 8.640, -0.884], [-5.107, 9.003, -1.248], [-6.033, 6.591, 0.415], [-5.463, 5.236, -1.647], [-5.376, 6.769, -2.561], [-6.983, 4.517, -2.905], [-7.708, 5.873, -3.826], [-8.687, 4.996, -2.649], [-3.650, 7.599, -0.041], [-3.951, 6.080, 0.649], [1.546, -8.441, 0.913], [2.172, -7.051, 0.734], [2.388, -6.425, 2.134], [2.944, -5.173, 2.019], [3.261, -4.546, 3.230], [3.501, -7.152, 0.162], [1.206, -8.945, 0.008], [0.593, -8.324, 1.500], [2.179, -9.214, 1.410], [1.527, -6.429, 0.110], [3.091, -7.017, 2.756], [1.410, -6.382, 2.618], [2.393, -4.392, 3.905], [3.704, -3.546, 3.078], [4.060, -5.136, 3.931], [3.496, -7.709, -0.678], [3.784, -6.205, -0.117], [-2.283, 5.701, 3.374], [-2.738, 4.466, 2.659], [-2.755, 3.257, 3.607], [-1.409, 2.892, 3.907], [-1.308, 1.782, 4.788], [-4.030, 4.620, 2.027], [-1.276, 5.503, 3.791], [-2.870, 6.051, 4.217], [-2.324, 6.486, 2.635], [-1.995, 4.150, 1.892], [-3.201, 2.410, 3.053], [-3.255, 3.415, 4.551], [-1.559, 1.993, 5.830], [-0.222, 1.473, 4.778], [-2.065, 1.040, 4.454], [-4.200, 3.813, 1.458], [-4.756, 4.582, 2.755], [-5.687, 0.363, 2.046], [-4.695, -0.736, 2.209], [-4.829, -1.771, 1.086], [-4.709, -1.016, -0.131], [-4.030, -1.728, -1.110], [-3.303, -0.207, 2.403], [-6.705, -0.015, 2.021], [-5.678, 0.913, 1.096], [-5.589, 1.007, 2.979], [-4.926, -1.295, 3.138], [-5.768, -2.278, 1.120], [-3.987, -2.413, 1.234], [-4.346, -2.807, -1.256], [-2.955, -1.609, -1.022], [-4.190, -1.213, -2.061], [-3.111, 0.665, 1.919], [-2.634, -0.910, 2.156], [8.822, -1.584, 0.795], [7.411, -2.192, 0.944], [7.466, -3.621, 0.541], [6.196, -4.293, 0.861], [6.313, -5.684, 0.905], [6.908, -1.907, 2.255], [8.741, -0.526, 1.131], [9.179, -1.563, -0.239], [9.556, -2.020, 1.554], [6.686, -1.715, 0.219], [8.249, -4.106, 1.101], [7.661, -3.806, -0.543], [7.138, -5.983, 1.621], [6.565, -6.095, -0.059], [5.370, -6.073, 1.306], [5.929, -2.251, 2.393], [7.507, -2.362, 2.952], [-6.577, 1.146, -3.164], [-7.452, -0.111, -3.124], [-6.932, -1.255, -4.017], [-6.482, -0.726, -5.301], [-6.403, -1.741, -6.285], [-7.612, -0.764, -1.831], [-5.544, 0.916, -2.900], [-6.939, 1.969, -2.494], [-6.523, 1.531, -4.167], [-8.448, 0.225, -3.415], [-7.797, -1.980, -4.148], [-6.106, -1.848, -3.569], [-5.640, -2.498, -6.045], [-6.005, -1.264, -7.225], [-7.417, -2.166, -6.492], [-8.147, -0.059, -1.286], [-6.674, -0.781, -1.420], [-7.306, 3.558, 0.547], [-8.314, 2.628, 1.262], [-9.254, 3.367, 2.151], [-9.859, 4.439, 1.387], [-10.809, 5.104, 2.203], [-8.950, 1.787, 0.186], [-6.685, 2.898, -0.017], [-6.757, 4.070, 1.329], [-7.763, 4.192, -0.185], [-7.781, 1.957, 1.982], [-8.685, 3.748, 2.982], [-10.000, 2.716, 2.622], [-10.289, 5.545, 3.098], [-11.582, 4.380, 2.647], [-11.283, 5.933, 1.661], [-9.281, 2.392, -0.543], [-9.722, 1.321, 0.573], [-0.579, 7.147, -2.089], [-1.078, 5.651, -1.988], [-0.889, 5.214, -0.595], [0.458, 5.087, -0.265], [0.778, 4.793, 1.052], [-2.435, 5.466, -2.475], [-1.165, 7.680, -1.352], [-0.891, 7.474, -3.098], [0.456, 7.200, -2.046], [-0.471, 5.228, -2.715], [-1.373, 4.252, -0.326], [-1.432, 5.962, 0.033], [1.851, 4.929, 1.178], [0.557, 3.717, 1.281], [0.307, 5.510, 1.768], [-3.092, 5.927, -1.819], [-2.506, 5.928, -3.389], [-0.761, -2.866, 3.587], [-0.625, -3.532, 2.179], [-1.461, -4.783, 2.201], [-1.253, -5.556, 1.033], [-2.067, -6.709, 0.960], [-1.125, -2.623, 1.220], [-0.256, -1.869, 3.656], [-0.287, -3.444, 4.428], [-1.804, -2.731, 3.851], [0.425, -3.790, 2.039], [-2.502, -4.533, 2.200], [-1.304, -5.373, 3.079], [-2.239, -6.944, -0.086], [-3.021, -6.563, 1.490], [-1.446, -7.516, 1.445], [-1.224, -3.084, 0.261], [-0.410, -1.912, 1.024]],
  "mulliken_charge": [-0.729, -0.444, 0.081, -1.415, 0.660, 0.084, -0.200, -0.482, -0.448, 0.259, 0.222, 0.369, 0.699, -0.310, 0.475, 0.609, 0.056, -0.803, 0.535, 0.259, 0.184, 0.397, 0.370, -0.072, -0.757, -0.227, -0.762, -0.519, -0.346, -0.601, 0.108, -0.631, 0.607, 0.227, 0.277, 0.298, 0.544, 0.364, 0.168, 0.350, 0.319, 0.113, 0.569, 0.016, 0.211, -0.833, 0.153, 0.334, 0.165, 0.822, -0.063, -0.816, 1.404, -0.925, 1.852, 2.448, 0.766, -0.068, -0.534, 0.123, -0.244, -0.248, -0.803, 0.622, -0.817, -0.390, 0.573, -0.732, -0.505, -0.776, -1.153, -0.260, -1.864, 2.948, -0.870, 0.470, -1.240, -0.865, 0.464, 0.377, 0.168, -0.891, -0.877, 0.646, 0.409, 0.387, 0.218, 0.364, 0.221, 0.210, 2.738, -1.457, 0.180, -0.699, -0.687, -0.541, -0.669, 0.497, -1.356, 0.494, 0.197, 0.313, -0.057, 0.371, 0.394, 0.130, -1.437, 1.186, -1.134, 0.079, -0.629, -0.802, 0.464, 0.095, 0.357, -0.103, 0.293, 0.513, -0.124, 0.311, 0.320, 0.325, 0.281, -1.136, 0.877, -0.873, -0.102, -0.885, -0.447, 0.403, 0.337, -0.126, -0.044, 0.333, 0.342, 0.192, 0.371, 0.343, 0.242, 0.206, -2.088, 1.620, -0.282, 0.464, 0.359, 1.190, 0.373, 0.538, 0.396, -0.965, 0.393, -0.376, -0.393, -0.289, 0.245, -0.968, 0.016, -1.890, 3.313, -1.008, -0.004, -0.846, -0.893, 0.469, -0.026, 0.216, -1.039, 0.211, 0.355, 0.050, 0.345, 0.303, 0.262, 0.116, -1.709, 0.757, -0.319, -0.404, -0.536, 0.172, 0.445, 0.441, 0.380, -0.346, -0.030, 0.354, 0.097, 0.372, 0.249, 0.256, -0.329, -1.605, 1.885, -1.121, 0.236, -0.599, -0.416, 0.431, 0.208, 0.365, -0.829, 0.456, 0.228, 0.392, -0.146, 0.077, 0.336, -0.285, -2.142, 2.332, -0.228, -0.325, -0.388, 1.071, 0.372, 0.376, 0.516, -1.610, -0.352, 1.041, 0.356, -0.163, 0.211, -0.404, -0.780, -1.302, 0.488, -1.109, 1.102, -0.418, 0.526, 0.928, 0.243, -0.438, 0.426, 0.564, -0.171, 0.489, -0.160, -0.437, -1.002, -0.606, -1.601, 1.425, -1.476, 0.672, -0.941, 0.393, 0.256, 0.447, 0.268, -0.356, 0.409, 0.281, 0.247, 0.320, 0.142, -0.606, 0.152, -0.325, 0.135, -0.686, -0.253, -0.792, -0.793, -0.324, -0.078, 0.811, 0.475, 0.346, 0.085, 0.299, 0.228, 0.318, 0.312, 0.164, -0.181, 0.642, -0.457, -0.285, -0.453, -0.372, 0.014, -0.732, 0.814, -0.532, -0.218, 0.635, -0.053, 0.268, 0.289, 0.298, 0.291, -1.982, -0.680, 0.413, -0.372, -0.296, 0.594, 0.323, 0.485, 0.431, 0.662, -0.468, 0.449, 0.353, -0.001, 0.261, -0.246, 0.421, -1.426, 2.331, -1.998, 0.130, -0.878, 1.941, -0.115, 0.519, 0.474, -0.537, 0.419, 0.483, 0.276, 0.352, 0.212, -0.504, -1.519]
}